Molecular formula: C4H6OS
Method: DFT, the ωB97M-V functional and the def2-TZVPD basis

```
12
Properties=species:S:1:pos:R:3
C 1.92114 0.79926 -0.70975
C 1.03979 -0.04480 -0.14337
C 1.51624 -1.34716 0.49736
C -0.39529 0.24539 0.07628
O -0.69978 1.48094 0.64623
S -1.77303 -0.55246 -0.30466
H 1.47676 1.71323 -0.99456
H 2.97826 0.48949 -0.71011
H 2.55949 -1.55214 0.20111
H 1.52969 -1.23030 1.58712
H 0.82183 -2.20757 0.28937
H 0.10936 1.86287 1.00858
```

Output
total charge	0
multiplicity	1
HOMO-LUMO gap	0.317	Eh
LUMO level	-0.191	eV
relative energy (zero: lowest compared OMol25 entry of this formula, charge and spin)	145.5	kJ/mol
SMILES string	C=C(C)C(O)=S
HOMO energy	-8.81	eV

Molecular formula: C8H10N2O2
Method: DFT, the ωB97M-V functional and the def2-TZVPD basis

```
22
Properties=species:S:1:pos:R:3
C 4.05935 0.18523 -0.43091
O 3.10969 -0.73155 -0.13826
C 1.84689 -0.22673 0.01115
C 0.71657 -0.96876 -0.26186
C -0.52585 -0.54093 -0.23560
C -0.99379 0.71631 0.13850
C -2.32004 1.15736 0.27333
N -3.32863 0.33764 0.10757
O -4.51280 0.71661 0.04662
C 0.18571 1.50404 0.38567
C 1.51469 1.04152 0.41071
H 4.91779 -0.43123 -0.46647
H 4.23257 1.05787 0.18363
H 4.02117 0.53023 -1.45146
H -2.63746 2.19839 0.26803
H -3.03440 -0.68130 -0.06792
H 0.08441 2.55338 0.48855
H 2.33654 1.82939 0.60963
N -2.54715 -2.39029 0.13340
H -3.13586 -3.18511 0.26620
H -2.36733 -2.01822 -0.81137
H -1.62212 -2.65382 0.54087
```

Output
total charge	0
multiplicity	1
HOMO-LUMO gap (spin up / spin down)	0.254 / 0.254	Eh
LUMO level (spin up / spin down)	-0.870 / -0.870	eV
relative energy (zero: lowest compared OMol25 entry of this formula, charge and spin)	750.5	kJ/mol
SMILES string	COc1c#cc(/C=[NH+]/[O-])cc1.N
HOMO energy (spin up / spin down)	-7.79 / -7.79	eV

Molecular formula: C63H45F3N6OSSbSeY
Method: DFT, the ωB97M-V functional and the def2-TZVPD basis

```
122
Properties=species:S:1:pos:R:3
Y -0.87998 -0.36559 0.19698
C 0.19923 2.82005 7.16090
C -0.64974 3.21551 6.13513
C -0.75672 2.45202 4.98195
C -0.03319 1.26712 4.81545
C 0.79850 0.87693 5.86839
C 0.92435 1.64471 7.01867
C -0.20371 0.44047 3.58875
C 0.91489 -0.03512 2.87766
C 2.31122 0.04492 3.30915
C 3.00884 -0.82417 2.54950
C 2.09566 -1.38920 1.57073
N 0.83978 -0.80727 1.76623
C 2.39746 -2.32569 0.61711
C 1.55503 -2.69001 -0.48511
C 1.67364 -3.80027 -1.33607
C 0.65192 -3.69411 -2.28307
C -0.04201 -2.51289 -1.98526
C -1.33231 -1.95396 -2.56901
C -1.57712 -2.31530 -4.01968
C -0.52225 -2.55172 -4.90054
C -0.74825 -2.77760 -6.25177
C -2.03924 -2.76967 -6.76050
C -3.09759 -2.51677 -5.89684
C -2.86829 -2.28531 -4.54936
C -2.42907 -2.41451 -1.61359
N -2.45553 -1.87916 -0.38103
C -3.49103 -2.45956 0.31287
C -3.86502 -2.08139 1.63567
C -5.18702 -2.60067 2.09597
C -5.28352 -3.50732 3.14625
C -6.52273 -3.98476 3.55806
C -7.67858 -3.55403 2.92158
C -7.59038 -2.64487 1.87333
C -6.35229 -2.17484 1.46064
C -3.16056 -1.27819 2.49563
C -3.59767 -0.81452 3.78885
C -2.60281 -0.05876 4.30662
C -1.51556 -0.06536 3.34049
N -1.88516 -0.76141 2.25351
C -4.10491 -3.41683 -0.51243
C -3.41908 -3.40340 -1.72847
N 0.48789 -1.92311 -0.89658
C 3.70753 -3.03608 0.72368
C 4.07727 -3.67229 1.90721
C 5.29610 -4.33050 2.01753
C 6.16880 -4.36953 0.93989
C 5.80880 -3.74774 -0.25025
C 4.59021 -3.09415 -0.35633
H 0.29206 3.41738 8.05967
H -1.23005 4.12583 6.22537
H -1.42823 2.77341 4.19249
H 1.33933 -0.05786 5.78591
H 1.58254 1.31075 7.81254
H 2.69318 0.65830 4.10971
H 4.06190 -1.04970 2.62991
H 2.41443 -4.58218 -1.26153
H 0.42526 -4.38400 -3.08060
H 0.49130 -2.53317 -4.52377
H 0.09616 -2.94824 -6.90999
H -2.21691 -2.94157 -7.81541
H -4.11314 -2.48109 -6.27397
H -3.69440 -2.04009 -3.89607
H -4.37335 -3.83701 3.63272
H -6.58229 -4.69516 4.37405
H -8.64625 -3.92263 3.24098
H -8.48741 -2.29669 1.37577
H -6.26761 -1.46105 0.65027
H -4.54881 -1.03851 4.24559
H -2.58310 0.42992 5.26807
H -4.94881 -4.03492 -0.24635
H -3.61106 -4.01920 -2.59241
H 3.38649 -3.65160 2.74111
H 5.55698 -4.82209 2.94715
H 7.11697 -4.88695 1.02284
H 6.47867 -3.77271 -1.10135
H 4.30351 -2.62038 -1.28627
O -0.80183 2.09021 1.12910
H -1.79211 2.05780 1.09052
H -0.58084 2.00249 2.07050
Se -1.27892 0.05796 -2.58394
S -3.73648 1.25710 0.48334
C -4.15686 2.86737 0.19471
N -4.46259 3.97816 0.04019
N 3.87753 0.34152 -0.65185
H 3.90593 0.25731 0.35993
H 4.80159 0.11450 -1.00346
H 3.25727 -0.40309 -0.96115
F -2.69394 6.17064 -4.17556
C -1.84619 5.31205 -3.54608
C -0.71541 4.90082 -4.21867
C 0.15099 4.02467 -3.57807
C -0.10044 3.57175 -2.28218
C -1.27522 3.99832 -1.65960
C -2.15946 4.87539 -2.28008
Sb 1.21182 2.18971 -1.28938
C 2.34163 3.70046 -0.22610
C 3.71910 3.60873 -0.01757
C 4.40106 4.54392 0.75533
C 3.68048 5.56961 1.32677
F 4.34166 6.49095 2.08073
C 2.31888 5.69806 1.16390
C 1.65882 4.75437 0.38362
C 2.52573 1.98495 -2.96929
C 2.46099 0.80076 -3.70605
C 3.30336 0.57955 -4.78983
C 4.20931 1.56288 -5.12440
F 5.04085 1.35407 -6.18269
C 4.30424 2.75215 -4.43477
C 3.44912 2.95265 -3.35429
H -0.52845 5.24927 -5.22614
H 1.02874 3.69137 -4.11669
H -1.54338 3.63492 -0.67565
H -3.08592 5.15676 -1.79794
H 4.27265 2.78810 -0.45841
H 5.46939 4.48107 0.91816
H 1.79156 6.51640 1.63629
H 0.58742 4.85666 0.25167
H 1.72790 0.04361 -3.44118
H 3.25660 -0.33404 -5.36822
H 5.02541 3.49823 -4.74268
H 3.51486 3.88697 -2.80776
```

Output
total charge	-2
multiplicity	1
HOMO-LUMO gap	0.198	Eh
LUMO level	3.674	eV
relative energy (zero: lowest compared OMol25 entry of this formula, charge and spin)	48.2	kJ/mol
HOMO energy	-1.71	eV

Molecular formula: HN2O4
Method: DFT, the ωB97M-V functional and the def2-TZVPD basis

```
7
Properties=species:S:1:pos:R:3
N 3.69755 1.02470 -0.22177
N 4.41919 0.16274 -0.19138
O 5.16955 -0.74404 -0.11216
O 0.03360 -0.46261 -0.20961
O 1.92161 -0.10578 0.99138
O 0.80766 0.27378 0.82954
H -0.93360 -0.19894 -0.10621
```

Output
total charge	+1
multiplicity	1
HOMO-LUMO gap (spin up / spin down)	0.222 / 0.219	Eh
LUMO level (spin up / spin down)	-10.584 / -10.628	eV
relative energy (zero: lowest compared OMol25 entry of this formula, charge and spin)	216.3	kJ/mol
HOMO energy (spin up / spin down)	-16.63 / -16.58	eV

Molecular formula: C9H26N2O7Tm
Method: DFT, the ωB97M-V functional and the def2-TZVPD basis

```
45
Properties=species:S:1:pos:R:3
O 4.29592 2.32796 -1.79431
H 4.45765 2.75796 -2.65374
Tm 0.10986 0.10774 0.12927
N -1.75080 -0.48136 -0.80016
N 0.62271 -0.47423 -1.85943
O -3.09215 -0.46714 -0.16326
O 1.99846 -0.50473 -2.33308
C -1.66299 -0.91923 -2.11236
C -0.39172 -0.97278 -2.63592
C -2.86137 -1.33163 -2.83059
C -0.07560 -1.48892 -3.96712
H -3.81835 -0.89987 -2.49248
H -2.97874 -2.43216 -2.80912
H -2.75663 -1.04605 -3.88870
H 0.95473 -1.85048 -4.12249
H -0.26863 -0.72304 -4.73910
H -0.73424 -2.33891 -4.18154
H -2.89260 -0.15457 0.74998
H 2.47841 0.07922 -1.69616
O 0.23013 -2.27980 0.48948
H -0.64480 -1.85452 0.28757
H 0.97335 -1.89480 -0.00766
C 2.95604 2.76880 -1.43735
H 2.77402 2.59334 -0.35582
H 2.18943 2.31822 -2.11278
H 2.91532 3.84646 -1.58062
O -0.89344 2.11143 -0.10271
H -1.33262 1.39848 -0.67094
H -0.84444 1.80086 0.83452
C -1.49480 -0.88993 2.76319
O -0.62140 0.14901 2.15654
C 0.66968 0.32674 2.93852
C 1.62150 1.19525 2.17399
O 1.98064 0.57684 0.83227
C 2.94368 -0.54844 0.98948
H -2.35980 -0.37218 3.15819
H -0.95111 -1.42188 3.54863
H -1.76991 -1.59995 1.98488
H 0.39171 0.82773 3.85590
H 1.04295 -0.68419 3.15010
H 1.22876 2.17786 1.94449
H 2.54386 1.26498 2.72663
H 3.87384 -0.08191 1.28914
H 2.56236 -1.24819 1.73731
H 3.03348 -1.01639 0.01364
```

Output
expectation value of S²	2.003
total charge	+1
multiplicity	3
HOMO-LUMO gap (spin up / spin down)	0.210 / 0.210	Eh
LUMO level (spin up / spin down)	-3.052 / -3.056	eV
relative energy (zero: lowest compared OMol25 entry of this formula, charge and spin)	428.8	kJ/mol
HOMO energy (spin up / spin down)	-8.76 / -8.77	eV